1.
Computed, not measured: C26H29BN9O4SeSiY as an isolated structure, with ωB97M-V with the def2-TZVPD basis set.

Properties
frontier orbital gap = 6.25 eV
HOMO energy = -0.2832 hartree
largest force on an atom = 0.34 eV/Å
relative energy (zero: lowest compared OMol25 entry of this formula, charge and spin) = 17.2 kcal/mol
energy = -123982.9691 eV
total charge = 0

Atoms and positions in Å:
Y  -0.17  0.26  -0.25
Se  1.18  1.71  -2.26
Si  3.13  2.75  -2.72
O  1.50  -1.56  -0.29
O  -1.88  0.83  -1.57
O  3.29  -0.61  -1.47
O  -3.27  -1.29  -4.95
N  2.72  -1.56  -1.51
N  1.15  0.95  2.77
N  -1.03  -1.16  1.61
N  -1.26  1.66  2.59
N  -1.81  -1.11  -2.79
N  1.47  0.98  1.46
N  -0.94  -1.55  -1.81
N  -0.72  -0.78  2.88
N  -1.37  1.76  1.24
C  3.28  1.49  2.67
C  -1.00  -1.77  3.73
C  -3.53  2.04  -3.43
C  0.20  -3.49  -0.91
C  0.68  -5.59  0.22
C  1.18  -2.87  -0.12
C  -0.65  -2.79  -1.87
C  -1.50  -2.41  1.70
C  2.69  4.47  -3.30
C  -2.84  3.15  2.20
C  -2.32  2.65  1.00
C  1.89  -3.60  0.83
C  2.76  1.30  1.39
C  4.36  2.92  -1.31
C  -4.83  1.93  -5.43
C  -0.01  -4.86  -0.74
C  4.00  1.84  -4.11
C  1.63  -4.95  1.01
C  -2.13  2.49  3.18
C  -2.22  0.12  -2.58
C  -1.49  -2.85  3.02
C  2.22  1.26  3.52
C  -4.44  0.62  -5.62
C  -4.37  2.65  -4.33
C  -3.13  0.71  -3.59
C  -3.59  -0.01  -4.71
B  -0.29  0.67  3.25
H  -1.82  -2.92  0.81
H  5.15  3.60  -1.63
H  2.18  -5.51  1.76
H  3.58  5.01  -3.62
H  4.29  1.77  2.94
H  3.33  1.73  -4.97
H  3.22  1.41  0.43
H  -3.61  3.89  2.33
H  -1.82  -3.80  3.40
H  -0.34  0.78  4.44
H  -5.48  2.40  -6.15
H  -1.11  -3.39  -2.65
H  2.63  -3.09  1.43
H  -0.84  -1.64  4.79
H  -3.15  2.58  -2.57
H  4.83  1.97  -1.05
H  -2.19  2.55  4.25
H  2.21  5.04  -2.50
H  -2.67  -1.58  -4.21
H  2.14  1.30  4.59
H  4.88  2.40  -4.44
H  -4.67  3.68  -4.19
H  1.99  4.43  -4.14
H  -0.76  -5.35  -1.36
H  0.48  -6.64  0.34
H  -4.79  0.05  -6.47
H  4.32  0.85  -3.81
H  -2.59  2.88  -0.02
H  3.89  3.34  -0.42



2.
Computed, not measured: C26H29Br2ClMnNOTe as an isolated structure, with ωB97M-V with the def2-TZVPD basis set.

Properties
frontier orbital gap (spin up / spin down) = 6.41 / 6.51 eV
HOMO energy (spin up / spin down) = -0.3093 / -0.3165 hartree
largest force on an atom = 2.80 eV/Å
energy = -222190.8164 eV
spin multiplicity = 5
⟨S²⟩ = 6.196
total charge = 0

Atoms and positions in Å:
Te  -1.30  0.20  0.02
Br  -4.56  0.15  1.40
Br  -2.71  3.81  3.86
Mn  -2.30  1.57  3.68
Cl  -2.21  -0.23  4.68
O  -0.30  1.91  3.67
N  -1.19  1.30  1.76
C  1.55  4.12  -0.08
C  0.05  0.23  -4.36
C  -0.64  -0.22  -2.10
C  -1.86  -2.41  -1.59
C  0.46  -3.20  2.10
C  0.77  2.84  1.79
C  -1.87  -2.35  1.92
C  -1.03  -1.82  -3.84
C  -0.23  1.95  2.41
C  0.35  2.03  -2.66
C  0.11  -1.21  0.82
C  1.82  -3.16  1.83
C  2.75  -4.22  2.33
C  2.08  0.00  -0.22
C  1.71  3.45  2.61
C  -0.31  -1.43  -6.21
C  -4.26  1.23  2.99
C  0.67  3.20  0.46
C  -1.16  -1.46  -2.51
C  2.50  4.72  0.74
C  2.31  -2.11  1.08
C  -0.08  0.64  -3.03
C  1.48  -1.12  0.57
C  -0.41  -1.00  -4.78
C  -0.41  -2.24  1.60
C  2.56  4.40  2.09
H  -2.39  -2.96  1.18
H  1.56  0.94  -0.02
H  2.22  -4.93  2.96
H  -4.83  0.71  3.77
H  0.70  2.57  -3.53
H  0.05  -4.01  2.69
H  3.17  5.45  0.32
H  -0.51  2.56  -2.24
H  0.51  0.90  -5.07
H  -1.31  -1.51  -6.64
H  3.37  -2.06  0.87
H  -1.43  -2.77  -4.17
H  3.27  4.90  2.73
H  2.02  -0.22  -1.28
H  -2.01  -2.82  2.89
H  -2.69  -1.92  -1.06
H  1.73  3.20  3.66
H  -2.32  -1.37  1.95
H  0.26  -0.72  -6.79
H  3.55  -3.77  2.92
H  0.16  -2.41  -6.28
H  3.20  -4.76  1.50
H  3.13  0.13  0.03
H  -1.16  -2.81  -0.85
H  -4.79  2.16  2.75
H  -2.27  -3.24  -2.16
H  1.48  4.39  -1.12
H  1.15  2.00  -1.92
H  -0.14  2.79  -0.14



3.
Computed, not measured: C26H29Br2N2OPRh as an isolated structure, with ωB97M-V with the def2-TZVPD basis set.

Properties
frontier orbital gap = 7.26 eV
HOMO energy = -0.6371 hartree
largest force on an atom = 1.43 eV/Å
relative energy (zero: lowest compared OMol25 entry of this formula, charge and spin) = 0.0 kcal/mol
energy = -184816.6600 eV
total charge = +3

Atoms and positions in Å:
Rh  0.18  0.30  0.04
Br  2.74  -0.02  1.71
Br  2.53  -0.23  -1.46
P  -0.84  2.07  -0.66
O  -0.73  -0.36  2.29
N  -0.67  -1.59  -0.60
N  -1.46  -3.90  -1.37
C  0.58  2.99  1.62
C  2.92  3.35  0.13
C  -0.70  -1.67  -2.09
C  -1.13  -3.07  -2.58
C  -4.26  2.35  2.37
C  -2.26  2.28  0.44
C  -3.27  3.21  0.31
C  1.70  3.50  2.22
C  3.73  -0.15  0.09
C  2.87  3.68  1.48
C  -4.27  3.23  1.29
C  -2.03  3.14  -4.35
C  -2.25  1.40  1.52
C  -1.15  0.39  1.46
C  1.80  2.82  -0.49
C  -0.95  5.06  -3.35
C  -2.06  -1.87  -0.10
C  -3.23  1.41  2.49
C  0.60  2.63  0.24
C  -1.75  2.39  -3.23
C  -0.66  4.31  -2.22
C  -1.62  4.47  -4.42
C  -1.06  2.98  -2.16
C  0.23  -2.66  -0.07
C  -0.25  -4.06  -0.50
C  -2.57  -3.24  -0.60
H  -2.02  -3.03  -3.20
H  -3.43  -3.16  -1.26
H  4.34  0.74  -0.03
H  3.74  4.09  1.96
H  -0.64  6.09  -3.41
H  -1.38  -0.90  -2.45
H  -5.04  2.39  3.11
H  -3.20  0.72  3.33
H  4.31  -1.06  0.09
H  0.49  -4.60  -1.08
H  -1.82  5.05  -5.31
H  -0.13  4.78  -1.39
H  -1.78  -4.82  -1.68
H  -5.08  3.95  1.20
H  1.23  -2.48  -0.46
H  -2.07  1.36  -3.18
H  -2.71  -1.08  -0.46
H  0.26  -2.57  1.01
H  -0.34  -3.58  -3.12
H  -0.33  2.89  2.20
H  -2.57  2.70  -5.18
H  -2.04  -1.86  0.98
H  1.82  2.62  -1.55
H  0.29  -1.44  -2.46
H  -0.55  -4.68  0.35
H  1.67  3.79  3.26
H  -2.83  -3.91  0.23
H  3.82  3.53  -0.44
H  -3.29  3.91  -0.51



4.
Computed, not measured: an isolated ion of composition C26H29BrFIN2O4P and charge +1, with ωB97M-V with the def2-TZVPD basis set.

Properties
frontier orbital gap = 5.26 eV
HOMO energy = -0.3848 hartree
largest force on an atom = 9.32 eV/Å
energy = -128717.9217 eV
structure (SMILES) = C=CCc1c([C@H](C)F)c(P(O)Br)c(-c2ccncc2)c2c(CCCI)[n+](CCCC(=O)O)c(O)cc12
total charge = +1

Atoms and positions in Å:
I  -0.83  4.62  -2.21
Br  4.06  -0.72  -4.28
P  4.20  -0.59  -2.00
F  2.47  -4.89  -2.00
O  -3.90  -1.20  2.13
O  -6.20  3.60  0.03
O  5.32  -1.84  -1.46
O  -6.36  1.15  0.52
N  -1.88  0.56  2.02
N  4.78  4.02  0.79
C  3.74  1.60  1.39
C  -0.08  3.57  0.62
C  -0.52  -4.13  -1.28
C  1.76  0.17  -0.17
C  0.09  2.45  1.85
C  1.72  -3.54  -4.13
C  0.29  -2.69  -0.97
C  2.44  -3.51  -2.62
C  1.76  -2.38  -1.62
C  -0.38  -1.58  0.03
C  -3.59  2.59  2.27
C  -0.50  0.97  1.45
C  -2.54  -0.79  1.65
C  -2.70  1.42  2.98
C  0.28  -0.12  0.45
C  -0.86  -6.26  0.50
C  -0.04  -5.15  -0.06
C  3.88  3.95  -0.40
C  2.84  2.80  -0.90
C  -5.62  2.45  0.40
C  -0.58  2.91  -0.80
C  2.45  -0.95  -1.21
C  -1.84  -1.91  0.67
C  4.74  2.84  1.70
C  2.70  1.47  0.09
C  -3.99  2.35  0.71
H  -0.47  -7.37  0.33
H  -0.45  2.98  2.76
H  3.59  -3.27  -2.86
H  1.43  -2.44  -4.43
H  -4.61  2.66  2.89
H  -6.15  0.57  -0.29
H  -1.68  -3.99  -1.35
H  -3.45  0.79  3.66
H  -2.02  1.96  3.81
H  0.91  4.23  0.52
H  -2.38  -2.94  0.43
H  1.22  2.38  2.23
H  2.55  -3.92  -4.90
H  3.75  0.69  2.16
H  -1.82  -6.04  1.14
H  -3.64  1.35  0.23
H  1.04  -4.96  0.39
H  -3.81  -1.64  3.05
H  -3.05  3.63  2.45
H  0.16  2.16  -1.29
H  5.45  2.77  2.66
H  5.55  -1.67  -0.49
H  -0.16  -4.60  -2.28
H  -0.92  4.36  0.93
H  0.84  -4.31  -4.20
H  -1.63  2.40  -0.76
H  3.93  4.91  -1.11
H  2.19  2.88  -1.90
H  -3.47  3.22  0.09



5.
Computed, not measured: C26H29ClF5N7O5SeSr as an isolated structure, with ωB97M-V with the def2-TZVPD basis set.

Properties
frontier orbital gap = 8.02 eV
HOMO energy = -0.2963 hartree
largest force on an atom = 4.65 eV/Å
relative energy (zero: lowest compared OMol25 entry of this formula, charge and spin) = 25.0 kcal/mol
energy = -140394.7783 eV
total charge = 0

Atoms and positions in Å:
Sr  0.37  0.05  1.88
Se  -0.34  1.46  -2.39
Cl  4.89  -3.97  -0.35
F  -2.88  0.37  -0.32
F  -0.75  -3.03  2.17
F  -4.81  -1.35  -1.03
F  -4.79  -3.92  -0.07
F  -2.71  -4.74  1.51
O  5.93  -3.64  2.38
O  1.11  -1.08  3.49
O  2.64  0.34  -1.25
O  5.29  -1.98  3.69
O  3.19  -0.47  3.93
N  -0.21  3.04  -4.72
N  -2.26  2.64  -4.10
N  2.02  -1.75  0.94
N  1.45  1.85  3.53
N  -1.23  0.74  3.70
N  2.63  -2.48  -0.02
N  -1.18  2.28  1.37
C  -1.75  -2.57  1.38
C  5.14  -2.77  2.64
C  2.79  -1.75  2.01
C  1.23  3.02  -4.75
C  0.02  -2.27  -2.61
C  -3.81  -1.77  -0.23
C  -1.04  3.66  -5.62
C  2.00  -2.62  -1.27
C  3.80  -2.96  0.46
C  0.69  -2.14  -1.41
C  2.62  -3.20  -2.38
C  -0.55  1.33  4.84
C  -3.80  -3.07  0.24
C  -2.46  1.39  3.27
C  -2.75  -3.48  1.05
C  -3.35  2.09  -3.35
C  0.47  2.41  4.45
C  2.33  -1.06  3.25
C  1.94  -3.32  -3.57
C  -2.17  2.61  2.40
C  -0.96  2.42  -3.79
C  -2.79  -0.90  0.15
C  0.63  -2.87  -3.70
C  3.96  -2.50  1.77
C  -2.31  3.40  -5.24
C  -1.72  -1.24  0.97
H  3.63  -3.57  -2.32
H  0.92  2.79  5.37
H  -3.12  2.96  1.97
H  -3.27  2.38  -2.30
H  -3.34  1.00  -3.39
H  -1.27  1.77  5.56
H  2.75  -0.29  -1.96
H  -0.74  3.13  1.03
H  -3.24  3.71  -5.67
H  -3.08  1.70  4.12
H  1.89  0.89  -1.52
H  0.20  -1.67  -0.57
H  0.01  0.54  5.34
H  -1.66  1.86  0.58
H  1.63  3.49  -3.86
H  1.57  3.55  -5.64
H  -1.78  3.42  3.02
H  2.01  1.16  4.04
H  -0.03  3.24  3.95
H  0.11  -2.97  -4.63
H  2.43  -3.77  -4.42
H  -4.29  2.46  -3.76
H  2.09  2.57  3.23
H  1.58  1.99  -4.78
H  4.55  -1.32  3.82
H  -0.65  4.21  -6.45
H  -3.01  0.67  2.67
H  -0.99  -1.89  -2.68
H  -1.44  -0.23  3.94



6.
Computed, not measured: C26H29ClGeN3O8RuSe as an isolated structure, with ωB97M-V with the def2-TZVPD basis set.

Properties
frontier orbital gap (spin up / spin down) = 7.12 / 6.75 eV
HOMO energy (spin up / spin down) = -0.2874 / -0.2864 hartree
largest force on an atom = 1.64 eV/Å
relative energy (zero: lowest compared OMol25 entry of this formula, charge and spin) = 6.8 kcal/mol
energy = -185252.0023 eV
spin multiplicity = 2
⟨S²⟩ = 0.754
total charge = 0

Atoms and positions in Å:
Ru  -0.95  -0.09  0.18
Se  0.66  -1.11  1.93
Ge  3.23  -0.24  3.70
Cl  2.82  6.41  2.17
O  0.53  -1.89  -3.15
O  0.36  0.40  -6.48
O  -3.25  0.91  -5.84
O  -3.93  -1.99  2.16
O  0.43  -0.61  -1.31
O  -0.04  2.14  -1.44
O  -2.40  -0.46  1.56
O  -0.32  1.52  1.36
N  -2.44  0.49  -1.20
N  -1.47  -0.33  -5.16
N  -1.53  -1.92  -0.36
C  0.11  -1.62  -2.04
C  0.59  3.15  2.74
C  -2.10  0.47  -2.50
C  -0.96  -2.50  -1.41
C  0.66  3.04  -1.03
C  2.35  -0.16  1.93
C  0.87  3.39  0.36
C  1.33  4.28  2.96
C  -1.38  -3.75  -1.82
C  2.17  0.73  5.02
C  -0.79  -0.41  -6.44
C  0.34  2.64  1.44
C  1.87  4.98  1.88
C  1.35  -2.75  1.17
C  -2.98  -3.73  -0.02
C  3.38  -2.11  4.23
C  -3.02  0.51  -3.52
C  -3.02  -1.60  1.47
C  -2.59  0.39  -4.96
C  5.01  0.55  3.50
C  -3.73  0.65  -0.89
C  -4.71  0.76  -1.86
C  -4.36  0.68  -3.20
C  -2.52  -2.47  0.33
C  -2.40  -4.37  -1.11
C  1.64  4.55  0.60
H  -0.55  -1.45  -6.65
H  -1.47  -0.03  -7.20
H  1.50  4.63  3.97
H  1.99  -3.24  1.90
H  0.99  0.07  -5.84
H  -1.01  -0.79  -4.39
H  -0.91  -4.21  -2.68
H  2.34  1.80  4.94
H  0.50  -3.40  0.95
H  -1.04  0.44  -2.70
H  1.91  -2.54  0.26
H  4.93  1.59  3.16
H  1.13  3.74  -1.76
H  2.99  -0.58  1.15
H  5.60  0.00  2.77
H  2.39  -2.58  4.29
H  2.45  0.41  6.02
H  2.04  5.09  -0.24
H  3.83  -2.17  5.23
H  2.12  0.87  1.65
H  -3.78  -4.17  0.56
H  0.16  2.60  3.57
H  4.00  -2.68  3.54
H  -5.74  0.90  -1.56
H  1.11  0.53  4.88
H  5.54  0.55  4.45
H  -5.09  0.75  -3.99
H  -3.97  0.68  0.16
H  -2.75  -5.35  -1.41



7.
Computed, not measured: a 7-piece molecular cluster, C26H29F6N2O21 overall, with ωB97M-V with the def2-TZVPD basis set.

Properties
frontier orbital gap = 9.58 eV
HOMO energy = -0.4626 hartree
largest force on an atom = 4.39 eV/Å
energy = -89708.4167 eV
total charge = +1

Atoms and positions in Å:
F  2.88  4.52  1.04
F  0.21  4.50  0.65
F  2.95  2.03  -1.25
F  1.43  4.41  -1.21
F  4.50  3.15  -0.13
F  1.85  2.82  1.96
O  8.29  -1.58  -1.14
O  -6.94  -2.70  -1.87
O  0.47  -3.76  -0.55
O  3.75  -0.12  0.13
O  -2.88  2.51  2.90
O  4.10  1.11  1.96
O  -5.84  -0.96  -2.80
O  2.67  -4.01  -0.12
O  6.92  -1.06  0.58
O  -0.64  2.55  -1.48
O  -5.78  0.67  0.56
O  -8.02  -0.78  -2.24
O  3.44  -0.26  -2.91
O  1.26  0.04  -3.46
O  -4.33  -0.05  2.14
O  -3.59  3.31  4.88
O  9.13  -0.68  0.75
O  1.77  -4.99  -1.92
O  2.87  1.03  -4.67
O  -2.73  1.25  4.77
O  -3.62  0.36  0.04
N  -0.19  -0.48  1.64
N  0.95  -0.03  -0.21
C  2.60  0.23  -3.61
C  -5.60  1.21  -0.75
C  -6.84  -1.44  -2.34
C  -9.01  -1.73  -1.87
C  1.01  3.68  -0.14
C  0.11  2.45  -0.55
C  3.67  -4.89  -0.65
C  0.18  1.07  0.16
C  3.33  2.41  0.02
C  2.26  3.32  0.75
C  -4.32  0.58  -1.20
C  -3.05  2.37  4.07
C  7.16  -0.71  1.92
C  1.65  1.22  -5.38
C  0.70  -0.97  0.74
C  8.50  -0.04  1.87
C  8.13  -1.15  -0.05
C  3.18  -5.14  -2.05
C  -2.87  1.55  6.15
C  -4.56  0.29  1.02
C  1.54  -4.21  -0.84
C  -0.60  0.85  1.34
C  -8.20  -2.81  -1.21
C  0.61  0.96  -4.34
C  -3.84  2.70  6.14
C  3.75  1.12  0.82
H  9.08  -0.19  2.78
H  1.59  2.23  -5.79
H  3.44  -6.13  -2.41
H  -8.63  -3.80  -1.35
H  -5.53  2.30  -0.67
H  -0.30  0.52  -4.75
H  8.43  1.03  1.66
H  1.21  -1.95  0.70
H  -1.89  1.83  6.56
H  -4.88  2.37  6.17
H  -3.25  0.69  6.70
H  4.65  -4.43  -0.62
H  -3.67  3.40  6.96
H  7.18  -1.62  2.53
H  4.66  -0.32  -0.19
H  -3.74  1.23  -1.86
H  -1.32  1.52  1.87
H  6.38  -0.05  2.28
H  -4.47  -0.38  -1.69
H  -9.74  -1.29  -1.19
H  -0.52  -0.99  2.45
H  1.59  -0.10  -1.01
H  3.69  -5.80  -0.04
H  1.61  0.50  -6.21
H  -9.52  -2.08  -2.77
H  3.55  -4.40  -2.76
H  0.34  1.86  -3.78
H  -6.44  0.97  -1.39
H  -8.06  -2.64  -0.14